# 1
C28H56O14 | ωB97M-V/def2-TZVPD

Cartesian coordinates (Å):
C (-0.88, 5.44, -7.88)
C (-0.96, 4.78, -6.48)
O (-1.43, 3.52, -6.30)
C (-1.37, 2.87, -5.12)
C (-2.00, 1.58, -5.22)
O (-0.86, 3.39, -4.15)
H (-0.11, 4.80, -8.36)
H (-0.70, 6.52, -7.93)
H (-1.83, 5.26, -8.41)
H (-0.08, 5.09, -5.77)
H (-1.54, 5.57, -5.84)
H (-2.42, 1.25, -4.36)
H (-1.00, 0.87, -5.32)
H (-2.46, 1.34, -5.94)
C (1.05, 4.76, -1.54)
C (1.47, 3.30, -1.51)
O (2.84, 3.26, -1.83)
C (3.64, 2.19, -1.39)
C (4.97, 2.34, -1.82)
O (3.32, 1.24, -0.67)
H (1.60, 5.44, -0.89)
H (0.09, 4.76, -1.33)
H (1.33, 5.01, -2.49)
H (1.19, 2.99, -0.45)
H (0.78, 2.61, -2.17)
H (5.66, 2.27, -1.05)
H (5.32, 3.26, -2.11)
H (5.19, 1.58, -2.59)
C (0.31, -2.72, 2.59)
C (-1.16, -2.96, 2.72)
O (-1.85, -2.47, 1.56)
C (-3.19, -2.66, 1.45)
C (-3.64, -2.19, 0.12)
O (-3.90, -3.30, 2.25)
H (0.53, -2.99, 1.58)
H (0.96, -3.18, 3.31)
H (0.61, -1.87, 2.77)
H (-1.43, -3.97, 2.64)
H (-1.67, -2.32, 3.38)
H (-2.89, -2.23, -0.46)
H (-3.89, -1.01, 0.10)
H (-4.60, -2.58, -0.25)
C (-2.06, -6.36, -1.44)
C (-0.81, -5.52, -1.32)
O (-0.67, -4.63, -2.41)
C (0.38, -3.75, -2.44)
C (0.13, -2.89, -3.67)
O (1.29, -3.65, -1.68)
H (-2.44, -7.04, -0.46)
H (-2.09, -7.05, -2.36)
H (-2.76, -5.76, -1.59)
H (-0.51, -4.99, -0.53)
H (0.04, -6.27, -1.04)
H (0.88, -2.18, -3.85)
H (-0.90, -2.51, -3.41)
H (0.15, -3.33, -4.77)
C (-1.64, -1.13, 6.48)
C (-1.24, 0.41, 6.15)
O (-1.06, 0.51, 4.76)
C (-0.40, 1.58, 4.35)
C (-0.34, 1.56, 2.75)
O (0.16, 2.46, 5.00)
H (-0.76, -1.62, 6.19)
H (-2.58, -1.54, 6.13)
H (-1.86, -1.25, 7.59)
H (-2.27, 0.93, 6.41)
H (-0.16, 0.62, 6.68)
H (0.36, 0.55, 2.47)
H (0.07, 2.28, 2.19)
H (-1.24, 1.34, 2.31)
C (-1.75, 3.47, 0.30)
C (-2.24, 2.31, -0.44)
O (-1.21, 1.16, -0.15)
C (-0.93, 0.18, -0.89)
C (0.07, -0.79, -0.21)
O (-1.39, -0.07, -2.08)
H (-0.66, 3.49, 0.52)
H (-2.15, 3.17, 1.18)
H (-2.47, 4.30, -0.19)
H (-3.28, 2.04, -0.24)
H (-2.37, 2.49, -1.51)
H (-0.32, -1.74, -0.71)
H (-0.23, -0.76, 0.88)
H (1.11, -0.70, -0.47)
C (1.98, -1.12, 5.38)
C (3.37, -1.40, 4.81)
O (3.08, -1.53, 3.42)
C (4.14, -1.41, 2.75)
C (3.74, -1.73, 1.25)
O (5.37, -1.22, 3.01)
H (1.48, -0.25, 4.94)
H (1.94, -1.11, 6.52)
H (1.31, -1.90, 5.18)
H (4.10, -0.60, 5.28)
H (3.82, -2.23, 5.37)
H (3.20, -0.88, 0.85)
H (3.05, -2.59, 1.27)
H (4.55, -2.14, 0.70)

The spin multiplicity is 1. Its energy above the lowest of the compared OMol25 structures with the same formula, charge and spin is 13.3385 eV. The total energy is -58597.2140 eV. The SMILES is CCOC(C)=O.CCOC(C)=O.CCOC(C)=O.CCOC(C)=O.CCOC(C)=O.CCOC(C)=O.CCOC(C)=O.

Mulliken atomic charge list, values in e, 2 entries: -1.09, -0.10

# 2
C28H56O28S6 | ωB97M-V/def2-TZVPD

Cartesian coordinates (Å):
C (2.92, 3.04, 3.37)
C (2.86, 2.04, 4.53)
C (2.40, 0.76, 3.79)
O (1.52, 1.36, 2.77)
C (1.65, 2.75, 2.66)
H (3.86, 2.73, 2.90)
H (3.10, 4.09, 3.59)
H (2.09, 2.30, 5.26)
H (3.84, 1.97, 4.99)
H (1.93, 0.05, 4.47)
H (3.25, 0.27, 3.32)
H (0.85, 3.19, 3.27)
H (1.53, 3.08, 1.63)
C (-2.09, -2.44, -1.20)
C (-1.30, -2.38, -2.52)
C (-2.10, -1.51, -3.47)
O (-2.76, -0.61, -2.54)
C (-3.18, -1.34, -1.38)
H (-1.37, -2.16, -0.43)
H (-2.60, -3.33, -0.82)
H (-1.27, -3.43, -2.78)
H (-0.24, -2.09, -2.49)
H (-2.77, -2.09, -4.11)
H (-1.49, -0.88, -4.12)
H (-4.16, -1.81, -1.43)
H (-3.28, -0.68, -0.51)
C (-0.73, 1.93, -5.12)
C (0.67, 1.28, -4.90)
C (0.40, 0.20, -3.88)
O (-0.58, 0.82, -3.10)
C (-1.56, 1.56, -3.89)
H (-1.26, 1.46, -5.95)
H (-0.66, 3.01, -5.05)
H (1.38, 2.09, -4.70)
H (1.10, 0.94, -5.84)
H (1.25, -0.10, -3.28)
H (-0.13, -0.65, -4.31)
H (-1.81, 2.41, -3.25)
H (-2.47, 1.03, -4.15)
C (-4.66, 0.84, 1.37)
C (-3.35, 1.62, 1.70)
C (-3.90, 2.78, 2.46)
O (-5.03, 2.38, 3.20)
C (-5.50, 1.18, 2.61)
H (-4.62, -0.24, 1.25)
H (-5.24, 1.28, 0.55)
H (-2.67, 1.85, 0.88)
H (-2.79, 1.00, 2.40)
H (-4.22, 3.58, 1.78)
H (-3.12, 3.26, 3.05)
H (-6.53, 1.23, 2.28)
H (-5.38, 0.42, 3.38)
C (0.27, 3.51, -2.27)
C (1.37, 2.44, -2.07)
O (2.21, 2.75, -3.20)
S (1.87, 4.17, -3.99)
O (1.33, 3.91, -5.31)
O (3.00, 5.08, -3.98)
O (0.76, 4.62, -2.88)
H (-0.31, 3.85, -1.42)
H (-0.32, 3.02, -3.04)
H (1.00, 1.42, -2.20)
H (1.76, 2.66, -1.07)
C (-0.74, 0.14, -1.26)
C (-1.45, 0.17, 0.09)
O (-0.71, 0.87, 1.06)
S (0.56, 1.66, 0.29)
O (1.81, 0.99, 0.55)
O (0.52, 3.08, 0.56)
O (-0.08, 1.36, -1.19)
H (-1.33, -0.02, -2.16)
H (0.10, -0.55, -1.37)
H (-1.74, -0.82, 0.44)
H (-2.35, 0.80, 0.11)
C (-0.34, 0.78, 3.27)
C (0.39, -0.45, 3.69)
O (-0.31, -1.46, 2.95)
S (-1.94, -1.27, 3.01)
O (-2.46, -1.55, 4.32)
O (-2.57, -1.87, 1.84)
O (-1.60, 0.32, 2.72)
H (0.18, 1.40, 2.54)
H (-0.37, 1.36, 4.19)
H (0.26, -0.56, 4.76)
H (1.45, -0.44, 3.46)
C (1.62, -1.57, -1.48)
C (2.69, -2.64, -1.75)
O (2.36, -3.34, -2.84)
S (1.37, -2.51, -3.86)
O (0.09, -3.26, -4.04)
O (2.01, -1.97, -5.09)
O (1.13, -1.24, -2.78)
H (1.94, -0.63, -1.05)
H (0.79, -1.96, -0.88)
H (2.73, -3.36, -0.93)
H (3.66, -2.16, -1.84)
C (-1.11, -4.38, 2.09)
C (-0.05, -3.69, 3.05)
O (0.85, -2.99, 2.26)
S (0.50, -2.92, 0.64)
O (1.46, -3.69, -0.17)
O (0.11, -1.55, 0.28)
O (-0.88, -3.78, 0.82)
H (-2.12, -4.08, 2.36)
H (-0.98, -5.46, 2.02)
H (0.56, -4.41, 3.60)
H (-0.59, -3.04, 3.74)
C (4.03, -0.53, 1.03)
C (2.73, -0.91, 1.78)
O (2.74, -2.30, 1.95)
S (4.02, -3.00, 1.29)
O (3.60, -4.11, 0.40)
O (4.95, -3.17, 2.40)
O (4.44, -1.71, 0.34)
H (4.87, -0.19, 1.65)
H (4.01, 0.27, 0.30)
H (1.76, -0.76, 1.30)
H (2.74, -0.34, 2.71)

The spin multiplicity is 1. Its energy above the lowest of the compared OMol25 structures with the same formula, charge and spin is 36.9737 eV. The total energy is -152240.0610 eV.

Mulliken atomic charge list, values in e, 2 entries: -0.92, -0.50

# 3
C28H56O7 | ωB97M-V/def2-TZVPD

Cartesian coordinates (Å):
C (-13.06, -22.19, 1.70)
C (-13.27, -21.86, 3.23)
C (-11.90, -21.71, 3.85)
O (-11.04, -22.05, 2.80)
C (-11.66, -22.67, 1.62)
H (-13.20, -21.31, 1.07)
H (-13.82, -22.88, 1.33)
H (-13.73, -22.76, 3.64)
H (-13.93, -21.01, 3.40)
H (-11.85, -22.42, 4.68)
H (-11.60, -20.72, 4.19)
H (-11.66, -23.76, 1.68)
H (-10.99, -22.41, 0.79)
C (-10.27, -23.83, -2.44)
C (-8.92, -23.71, -3.07)
C (-8.38, -25.11, -2.81)
O (-9.51, -25.86, -3.20)
C (-10.71, -25.28, -2.78)
H (-10.99, -23.13, -2.86)
H (-10.25, -23.69, -1.36)
H (-8.34, -22.88, -2.66)
H (-9.04, -23.39, -4.10)
H (-8.01, -25.42, -1.83)
H (-7.58, -25.32, -3.52)
H (-11.05, -25.78, -1.87)
H (-11.53, -25.36, -3.50)
C (-15.37, -22.73, -1.93)
C (-15.02, -21.28, -2.36)
C (-13.52, -21.33, -2.30)
O (-13.13, -22.69, -2.58)
C (-14.21, -23.64, -2.42)
H (-16.33, -23.12, -2.26)
H (-15.40, -22.84, -0.84)
H (-15.51, -20.49, -1.79)
H (-15.23, -21.11, -3.42)
H (-13.27, -21.18, -1.25)
H (-13.00, -20.61, -2.93)
H (-13.86, -24.39, -1.71)
H (-14.37, -23.99, -3.44)
C (-10.33, -17.71, 2.93)
C (-11.62, -17.14, 2.41)
C (-11.85, -17.73, 1.03)
O (-11.03, -18.94, 1.07)
C (-9.84, -18.60, 1.86)
H (-10.38, -18.42, 3.76)
H (-9.75, -16.92, 3.40)
H (-11.67, -16.06, 2.27)
H (-12.44, -17.43, 3.06)
H (-11.46, -17.09, 0.24)
H (-12.89, -17.92, 0.78)
H (-9.22, -18.11, 1.10)
H (-9.31, -19.50, 2.12)
C (-16.81, -16.70, 2.65)
C (-17.15, -18.09, 3.10)
C (-15.90, -18.89, 2.68)
O (-15.22, -18.16, 1.63)
C (-15.38, -16.82, 2.03)
H (-16.89, -16.06, 3.53)
H (-17.58, -16.24, 2.02)
H (-18.01, -18.45, 2.54)
H (-17.28, -18.20, 4.17)
H (-16.15, -19.87, 2.28)
H (-15.18, -19.20, 3.43)
H (-15.26, -16.23, 1.13)
H (-14.63, -16.47, 2.74)
C (-11.43, -25.15, 5.77)
C (-10.69, -25.55, 4.53)
C (-9.25, -25.82, 5.02)
O (-9.59, -26.48, 6.25)
C (-10.68, -25.78, 6.95)
H (-12.49, -25.42, 5.86)
H (-11.37, -24.08, 5.96)
H (-10.78, -24.82, 3.72)
H (-11.23, -26.47, 4.34)
H (-8.61, -24.95, 5.08)
H (-8.79, -26.56, 4.36)
H (-10.30, -25.01, 7.63)
H (-11.25, -26.54, 7.47)
C (-11.63, -19.76, 8.37)
C (-11.93, -19.39, 6.92)
C (-11.93, -17.82, 6.99)
O (-12.53, -17.59, 8.26)
C (-12.14, -18.64, 9.22)
H (-10.57, -19.90, 8.61)
H (-12.16, -20.67, 8.64)
H (-12.96, -19.58, 6.61)
H (-11.20, -19.74, 6.18)
H (-12.35, -17.22, 6.19)
H (-10.95, -17.34, 7.04)
H (-13.05, -18.78, 9.81)
H (-11.32, -18.32, 9.85)

The spin multiplicity is 1. Its energy above the lowest of the compared OMol25 structures with the same formula, charge and spin is 2.8161 eV. The total energy is -44270.6577 eV. The SMILES is C1CCOC1.C1CCOC1.C1CCOC1.C1CCOC1.C1CCOC1.C1CCOC1.C1CCOC1.

Mulliken atomic charge list, values in e, 2 entries: 0.37, -0.25

# 4
C28H57B2BrF5N6O18 | ωB97M-V/def2-TZVPD

Cartesian coordinates (Å):
C (6.73, -1.35, 1.04)
C (5.80, -2.17, 0.13)
C (5.96, -1.85, -1.36)
C (4.76, -1.15, -1.98)
C (3.59, -2.12, -2.10)
C (2.22, -1.45, -2.27)
C (1.20, -1.91, -1.20)
C (0.48, -3.20, -1.59)
C (-0.71, -3.17, -2.57)
C (-2.13, -2.75, -2.16)
C (-2.66, -1.28, -2.35)
C (-3.91, -1.29, -3.25)
B (-4.88, 0.00, -3.10)
O (-4.80, 1.03, -4.02)
O (-5.77, 0.12, -2.08)
C (-1.72, -0.21, -2.98)
F (-1.99, -0.03, -4.30)
F (-0.40, -0.56, -2.97)
C (-1.69, 1.23, -2.34)
F (-0.77, 1.26, -1.34)
F (-1.23, 2.06, -3.31)
F (-2.86, 1.70, -1.93)
O (-3.21, -0.85, -1.10)
C (-2.32, -1.02, -0.01)
C (-2.69, -0.15, 1.17)
O (-2.53, 1.21, 0.82)
C (-1.45, 1.83, 1.52)
C (-1.13, 3.19, 0.95)
C (-0.37, 4.01, 2.03)
C (-2.23, -2.53, 0.34)
B (-2.96, -2.93, 1.73)
O (-4.30, -2.67, 1.91)
O (-2.28, -3.58, 2.72)
C (-1.09, -2.96, 3.24)
N (-2.61, -3.37, -0.84)
O (-2.00, -4.65, -0.78)
C (-4.07, -3.71, -0.86)
C (-4.38, -5.08, -0.22)
O (-4.62, -5.26, 0.94)
Br (-4.48, -6.57, -1.47)
H (7.71, -1.81, 1.05)
H (6.78, -0.33, 0.68)
H (6.33, -1.36, 2.04)
H (4.77, -2.02, 0.45)
H (5.99, -3.23, 0.26)
H (6.16, -2.76, -1.93)
H (6.84, -1.22, -1.49)
H (5.00, -0.83, -3.00)
H (4.50, -0.28, -1.38)
H (3.76, -2.75, -2.97)
H (3.59, -2.80, -1.25)
H (1.77, -1.66, -3.24)
H (2.28, -0.37, -2.18)
H (1.79, -2.13, -0.31)
H (0.56, -1.06, -0.93)
H (0.27, -3.75, -0.68)
H (1.23, -3.81, -2.08)
H (-0.44, -2.65, -3.48)
H (-0.78, -4.20, -2.91)
H (-2.71, -3.31, -2.88)
H (-4.54, -2.14, -2.97)
H (-3.65, -1.51, -4.28)
H (-5.34, 0.80, -4.79)
H (-5.83, -0.72, -1.63)
H (-1.31, -0.73, -0.32)
H (-3.74, -0.26, 1.44)
H (-2.03, -0.34, 2.01)
H (-1.75, 1.95, 2.56)
H (-0.54, 1.21, 1.46)
H (-2.01, 3.72, 0.61)
H (-0.46, 3.13, 0.11)
H (0.62, 4.27, 1.65)
H (-0.19, 3.39, 2.91)
H (-0.90, 4.92, 2.28)
H (-1.18, -2.71, 0.53)
H (-4.41, -2.13, 2.70)
H (-0.79, -3.54, 4.10)
H (-0.28, -3.03, 2.52)
H (-1.26, -1.95, 3.59)
H (-1.45, -4.68, 0.02)
H (-4.69, -2.93, -0.44)
H (-4.42, -3.87, -1.88)
C (2.24, 2.93, -1.17)
N (2.95, 2.30, -0.03)
O (4.14, 2.13, -0.11)
O (2.26, 1.97, 0.92)
H (2.96, 3.16, -1.95)
H (1.50, 2.22, -1.52)
H (1.77, 3.83, -0.80)
C (-5.43, 3.53, -0.04)
N (-4.92, 4.48, 0.99)
O (-3.96, 5.17, 0.70)
O (-5.50, 4.50, 2.05)
H (-4.82, 3.63, -0.93)
H (-5.36, 2.53, 0.37)
H (-6.46, 3.80, -0.24)
C (6.87, 0.95, 5.48)
N (7.20, 0.09, 4.31)
O (7.62, -1.03, 4.51)
O (7.00, 0.57, 3.21)
H (7.08, 0.39, 6.39)
H (7.49, 1.84, 5.42)
H (5.81, 1.18, 5.39)
C (2.72, 1.98, 3.93)
N (2.80, 1.57, 5.36)
O (1.85, 1.77, 6.08)
O (3.84, 1.04, 5.71)
H (1.75, 2.43, 3.76)
H (3.52, 2.69, 3.75)
H (2.85, 1.09, 3.33)
C (-2.26, 5.37, -2.25)
N (-0.87, 5.82, -1.95)
O (-0.55, 6.94, -2.26)
O (-0.15, 5.00, -1.41)
H (-2.79, 6.18, -2.72)
H (-2.18, 4.51, -2.91)
H (-2.72, 5.09, -1.31)

The spin multiplicity is 1. The total energy is -160719.3691 eV. The total charge is +1.

Mulliken atomic charge list, values in e, 2 entries: -1.28, -0.10

Values for E_HOMO, eV, ordered as above
-9.781 -8.496 -9.254 -12.105